Entry 1:
C3H11N2O | ωB97M-V with the def2-TZVPD basis set

Structure (XYZ):
```
17
C3H11N2O ωB97M-V with the def2-TZVPD basis set
C 0.12848 -1.35073 -0.51029
C 1.48922 0.71667 -0.28153
C -1.01512 0.82588 -0.30604
N 0.24530 -0.01669 1.44678
N 0.24104 0.08609 0.05916
O -2.09428 0.17672 0.18277
H -0.78593 -1.78538 0.03489
H 0.15374 -1.49073 -1.52203
H 0.93810 -2.12239 -0.29629
H 1.52288 1.12364 -1.24444
H 1.71507 1.58699 0.47646
H 2.23441 -0.00934 -0.25545
H -1.02874 1.81263 0.28117
H -0.95684 0.82278 -1.35580
H 0.11089 0.81851 2.01183
H -0.39708 -0.78217 1.69424
H -2.50115 -0.41247 -0.41544
```

The calculation puts the energy at -8307.9172 eV. The largest force on an atom comes out at 0.0909 Eh/bohr. Its charge is +1. The value obtained for the LUMO energy is -3.03 eV. Its energy above the lowest of the compared OMol25 structures with the same formula, charge and spin is 3.875 eV. Its gap between HOMO and LUMO is 12.04 eV. As for the SMILES: C[N+](C)(N)CO.



Entry 2:
C3H11N2O | ωB97M-V with the def2-TZVPD basis set

Structure (XYZ):
```
17
C3H11N2O ωB97M-V with the def2-TZVPD basis set
C -0.75356 -1.43769 -1.34583
C -0.26103 -0.47694 -0.30807
C 0.58717 -0.71247 0.70209
N 1.22547 -1.89826 0.90835
N -0.71033 0.91783 -0.53370
H -0.82181 -2.44311 -0.92973
H -0.11703 -1.45264 -2.22870
H -1.78289 -1.21566 -1.59733
H 0.65923 0.04854 1.46963
H 0.81161 -2.73917 0.53034
H 1.54834 -2.08248 1.84772
H -1.69464 1.07224 -0.29818
H -0.64389 1.09145 -1.53913
H -0.10041 1.62316 -0.08415
H 0.72054 3.59496 0.42877
H 0.60198 3.24909 1.92530
O 0.73124 2.86115 1.05262
```

The calculation puts the energy at -8310.5639 eV. The largest force on an atom comes out at 0.0201 Eh/bohr. Its charge is +1. The value obtained for the LUMO energy is -3.26 eV. Its energy above the lowest of the compared OMol25 structures with the same formula, charge and spin is 1.228 eV. Its gap between HOMO and LUMO is 9.31 eV.



Entry 3:
C3H11N2O | ωB97M-V with the def2-TZVPD basis set

Structure (XYZ):
```
17
C3H11N2O ωB97M-V with the def2-TZVPD basis set
C -2.81489 0.88925 -1.28910
C -2.31924 -0.03040 -0.33808
C 1.88982 0.13080 0.53442
N 2.70616 0.86739 1.47968
N 2.12519 -1.36579 0.51269
O -1.02986 -0.17243 -0.08651
H -3.70428 0.62378 -1.84427
H -2.95706 1.92398 -0.93280
H -2.02698 0.96869 -1.95276
H -2.98227 -0.80132 0.09925
H 1.74334 0.42491 -0.52233
H 2.38039 0.72665 2.41125
H 2.75348 1.87317 1.18176
H 3.11879 -1.74383 0.35599
H 1.44209 -1.72185 -0.15922
H 1.87114 -1.92516 1.32403
H -0.49970 0.47392 -0.54838
```

The calculation puts the energy at -8306.0207 eV. The largest force on an atom comes out at 0.0854 Eh/bohr. Its charge is +1. The value obtained for the LUMO energy (alpha / beta) is -3.70 / -4.96 eV. Its energy above the lowest of the compared OMol25 structures with the same formula, charge and spin is 5.772 eV. Its gap between HOMO and LUMO (alpha / beta) is 9.68 / 4.45 eV.



Entry 4:
C3H11N2O2 | ωB97M-V with the def2-TZVPD basis set

Structure (XYZ):
```
18
C3H11N2O2 ωB97M-V with the def2-TZVPD basis set
C -0.46757 0.50620 -0.29699
N -1.33195 0.60205 0.91818
C -1.93611 -0.69297 1.27209
O -2.39160 -1.28471 0.20651
C 0.32122 -0.79254 -0.58658
N 1.29454 -0.71038 -1.64697
H -1.05160 0.76759 -1.17562
H 0.33942 1.24032 -0.21020
H -0.35898 0.77025 1.95448
H -1.21264 -1.32868 1.83856
H -2.71847 -0.41437 2.04569
H 0.83552 -0.98284 0.37339
H -0.40610 -1.57936 -0.82572
H 2.09369 -0.06588 -1.40759
H 0.82336 -0.21902 -2.40959
H 0.36064 0.96099 2.28722
H 3.03063 1.83427 -1.57647
O 2.77599 1.38909 -0.76039
```

The calculation puts the energy at -10358.1103 eV. The largest force on an atom comes out at 0.0516 Eh/bohr. Its charge is -1. The value obtained for the LUMO energy is 0.53 eV. Its energy above the lowest of the compared OMol25 structures with the same formula, charge and spin is 6.702 eV. Its gap between HOMO and LUMO is 3.82 eV.



Entry 5:
C3H11N2O2 | ωB97M-V with the def2-TZVPD basis set

Structure (XYZ):
```
18
C3H11N2O2 ωB97M-V with the def2-TZVPD basis set
N 1.54935 0.56196 0.70593
C 0.16641 1.06382 0.65881
C -0.38999 -0.14289 0.00334
N -1.65306 -0.33959 -0.61717
C -2.63536 0.67939 -0.95012
O 0.17782 -1.25864 -0.02084
H 1.55594 -0.81117 0.65003
H 2.18665 0.82283 1.47720
H 2.23565 0.73425 -0.16212
H -0.14552 1.37031 1.74134
H -0.03786 2.02968 0.14797
H -1.86546 -1.24786 -0.92813
H -3.57108 0.62699 -0.26070
H -2.99051 0.37228 -1.89432
H -2.20864 1.70002 -1.12267
H 3.09657 -1.61385 -0.22337
H 1.99540 -2.68374 0.26433
O 2.53370 -1.86378 0.53047
```

The calculation puts the energy at -10356.3731 eV. The largest force on an atom comes out at 0.1631 Eh/bohr. Its charge is +1. The value obtained for the LUMO energy is -3.38 eV. Its energy above the lowest of the compared OMol25 structures with the same formula, charge and spin is 3.379 eV. Its gap between HOMO and LUMO is 10.16 eV.



Entry 6:
C3H11N2O2P | ωB97M-V with the def2-TZVPD basis set

Structure (XYZ):
```
19
C3H11N2O2P ωB97M-V with the def2-TZVPD basis set
C -2.59266 -0.68805 -0.01860
C 2.58520 -0.70171 -0.01809
C 0.00924 1.84827 0.78404
N -1.31352 -0.44868 -0.67074
N 1.30728 -0.46273 -0.67283
O -0.01014 -1.95771 1.17145
O 0.00313 0.53845 1.32691
P -0.00392 -0.73450 0.36672
H -2.59925 -0.13375 0.91953
H -3.39625 -0.32227 -0.65881
H -2.76302 -1.74350 0.21349
H 2.58949 -0.14886 0.92090
H 2.75628 -1.75725 0.21298
H 3.38986 -0.33442 -0.65619
H -0.03489 2.53380 1.62996
H -0.85273 1.99764 0.13327
H 0.91947 2.02047 0.20888
H -1.23756 -0.97411 -1.53150
H 1.22946 -0.99732 -1.52787
```

The calculation puts the energy at -19655.5256 eV. The largest force on an atom comes out at 0.0206 Eh/bohr. Its charge is 0. The value obtained for the LUMO energy is 0.86 eV. Its energy above the lowest of the compared OMol25 structures with the same formula, charge and spin is 0.000 eV. Its gap between HOMO and LUMO is 10.42 eV. As for the SMILES: CNP(=O)(NC)OC.



Entry 7:
C3H11N2O2S | ωB97M-V with the def2-TZVPD basis set

Structure (XYZ):
```
19
C3H11N2O2S ωB97M-V with the def2-TZVPD basis set
C -0.42953 -2.02074 0.41131
C -1.45651 0.61304 0.77011
C -0.56064 0.40446 -1.39771
N 2.16612 0.24506 -0.59068
N -0.27629 0.10164 -0.02285
O 0.94652 2.18288 0.66698
O 1.31638 0.06097 1.89242
S 1.20476 0.78458 0.68272
H -1.45804 -2.13238 0.82727
H -0.26179 -2.23710 -0.62974
H 0.29602 -2.31205 1.18167
H -2.30355 0.01462 0.37632
H -1.35372 0.37121 1.94422
H -1.58488 1.62563 0.64977
H -1.60189 0.36829 -1.64467
H -0.19263 1.55478 -1.58199
H 0.16730 -0.15865 -2.04418
H 2.58850 0.90535 -1.24183
H 2.79387 -0.37160 -0.24914
```

The calculation puts the energy at -21185.7999 eV. The largest force on an atom comes out at 0.1340 Eh/bohr. Its charge is +1. The value obtained for the LUMO energy (alpha / beta) is -3.24 / -8.70 eV. Its energy above the lowest of the compared OMol25 structures with the same formula, charge and spin is 2.456 eV. Its gap between HOMO and LUMO (alpha / beta) is 8.82 / 7.87 eV. Its multiplicity is 3.



Entry 8:
C3H11N2O3 | ωB97M-V with the def2-TZVPD basis set

Structure (XYZ):
```
19
C3H11N2O3 ωB97M-V with the def2-TZVPD basis set
N -1.07706 -0.02219 -0.31586
C 0.13116 -0.83125 -0.04119
C 0.24340 -1.08038 1.47279
O -0.97836 -0.82529 2.13189
C 1.32104 0.01951 -0.62253
N 2.52142 -0.12824 -0.06316
O 1.03958 0.80012 -1.50642
H -1.71102 -0.46761 -0.97489
H -1.50276 0.31614 0.54122
H -0.82560 0.81928 -0.89067
H 0.05741 -1.74789 -0.62086
H 0.58234 -2.09089 1.71818
H 0.98175 -0.46153 1.97604
H -1.44744 -1.63512 2.37424
H 3.36194 0.30612 -0.40663
H 2.72594 -0.82858 0.63452
H -1.66003 3.11523 -1.21622
H -1.99883 2.49752 -2.55074
O -1.76489 2.24505 -1.63971
```

The calculation puts the energy at -12406.1968 eV. The largest force on an atom comes out at 0.0302 Eh/bohr. Its charge is +1. The value obtained for the LUMO energy is -3.11 eV. Its energy above the lowest of the compared OMol25 structures with the same formula, charge and spin is 0.941 eV. Its gap between HOMO and LUMO is 11.28 eV.



Entry 9:
C3H11N2OP | ωB97M-V with the def2-TZVPD basis set

Structure (XYZ):
```
18
C3H11N2OP ωB97M-V with the def2-TZVPD basis set
C 2.74782 0.44540 0.24641
C -2.02010 -1.58685 0.42839
C 1.53067 0.15410 -0.68181
N -1.69601 1.41210 0.34593
N 0.37951 -0.23418 0.25176
O -1.13362 -0.26508 -1.87324
P -1.11553 -0.20908 -0.43823
H 3.55082 -0.38426 0.46391
H 3.12857 1.32126 -0.26726
H 2.36825 0.88773 1.16949
H -1.81618 -1.68866 1.45359
H -3.14992 -1.39568 0.36068
H -1.89477 -2.50603 -0.13093
H 1.07831 0.97395 -1.34648
H 1.73673 -0.78481 -1.20241
H -1.32845 2.05964 -0.37930
H -2.73835 1.63378 0.40584
H 0.37226 0.16667 1.19368
```

The calculation puts the energy at -17606.5451 eV. The largest force on an atom comes out at 0.1013 Eh/bohr. Its charge is 0. The value obtained for the LUMO energy is 0.90 eV. Its energy above the lowest of the compared OMol25 structures with the same formula, charge and spin is 0.189 eV. Its gap between HOMO and LUMO is 10.50 eV. As for the SMILES: CCN[P@@](C)(N)=O.



Entry 10:
C3H11N2OP | ωB97M-V with the def2-TZVPD basis set

Structure (XYZ):
```
18
C3H11N2OP ωB97M-V with the def2-TZVPD basis set
C -1.14480 1.73477 1.54418
C -0.72471 -2.27652 -1.10985
C 3.33564 0.80071 -0.18094
N -1.47585 0.91444 0.41504
N -0.73283 -0.87578 -1.20332
O -0.11078 -1.05916 1.23546
P -0.15496 -0.08175 0.14683
H -2.07903 1.64061 2.22270
H -0.20772 1.21705 2.02048
H -0.87352 2.79110 1.26215
H 0.26553 -2.80250 -1.31098
H -0.94286 -2.68661 -0.04887
H -1.45596 -2.62984 -1.84397
H 2.89167 0.51817 -1.13049
H 3.35516 1.82619 -0.20628
H 2.84285 0.16873 0.62358
H -2.09246 1.28986 -0.29193
H -0.69538 -0.48947 -2.14376
```

The calculation puts the energy at -17602.3884 eV. The largest force on an atom comes out at 0.0757 Eh/bohr. Its charge is 0. The value obtained for the LUMO energy (alpha / beta) is -1.13 / -0.08 eV. Its energy above the lowest of the compared OMol25 structures with the same formula, charge and spin is 4.345 eV. Its gap between HOMO and LUMO (alpha / beta) is 8.17 / 8.09 eV.



Entry 11:
C3H11N2S | ωB97M-V with the def2-TZVPD basis set

Structure (XYZ):
```
17
C3H11N2S ωB97M-V with the def2-TZVPD basis set
C 0.85726 3.26414 -0.31977
S 0.48744 1.57850 -0.93169
H -0.05312 3.85400 -0.22307
H 1.43204 3.23657 0.61036
H 1.49510 3.79667 -1.03306
N 0.12704 -0.78110 1.82180
C 0.23618 -1.64714 0.63124
C -1.06339 -1.64724 -0.16231
N -0.77404 -1.53885 -1.60240
H 0.16031 0.16479 1.43551
H 0.94532 -0.91141 2.40096
H 0.49096 -2.64267 1.01231
H 1.03946 -1.30030 -0.02082
H -1.68078 -2.52898 0.02940
H -1.65475 -0.79166 0.18913
H -1.65763 -1.50695 -2.09638
H -0.38740 -0.59837 -1.74120
```

The calculation puts the energy at -17105.5183 eV. The largest force on an atom comes out at 0.0155 Eh/bohr. Its charge is -1. The value obtained for the LUMO energy is 4.27 eV. Its energy above the lowest of the compared OMol25 structures with the same formula, charge and spin is 0.083 eV. Its gap between HOMO and LUMO is 6.88 eV.



Entry 12:
C3H11N2S | ωB97M-V with the def2-TZVPD basis set

Structure (XYZ):
```
17
C3H11N2S ωB97M-V with the def2-TZVPD basis set
C 0.29639 1.54394 -1.91851
C 1.24342 0.40865 -2.30983
S 1.05516 -0.98307 -1.20430
H -0.29806 2.01081 -2.70860
H 0.74516 2.39161 -1.36392
H -0.60264 1.15493 -1.35031
H 1.02099 0.04587 -3.30525
H 2.28595 0.72095 -2.20808
H 2.26241 -1.56471 -1.29263
N -0.46903 -0.43660 1.56050
C -1.40119 0.34800 2.05230
N -1.96481 0.10253 3.22160
H -0.38430 -1.35342 1.98960
H 0.26716 -0.23023 0.87332
H -1.55978 1.24846 1.48786
H -2.54735 0.77830 3.69950
H -2.04314 -0.89238 3.38962
```

The calculation puts the energy at -17098.1233 eV. The largest force on an atom comes out at 0.0391 Eh/bohr. Its charge is +1. The value obtained for the LUMO energy is -3.95 eV. Its energy above the lowest of the compared OMol25 structures with the same formula, charge and spin is 0.890 eV. Its gap between HOMO and LUMO is 8.68 eV.



Entry 13:
C3H11N2S | ωB97M-V with the def2-TZVPD basis set

Structure (XYZ):
```
17
C3H11N2S ωB97M-V with the def2-TZVPD basis set
C 0.94256 3.73631 1.08138
C 1.03986 2.27755 1.53303
S 0.31556 0.88571 0.33809
H 1.38655 3.84366 0.07520
H -0.07208 4.12083 0.83017
H 1.41300 4.35705 1.78289
H 0.58644 1.85320 2.34049
H 2.04202 1.94044 1.42934
H 0.12425 1.63120 -0.81798
N -0.97720 -2.09343 -0.09229
C -0.54756 -2.46499 -1.27094
N -1.05149 -3.58636 -1.86858
H -1.96761 -2.38126 0.19842
H -0.43103 -1.47129 0.50872
H 0.33947 -1.96518 -1.71939
H -1.27825 -3.26581 -2.89832
H -1.60001 -4.36884 -1.47383
```

The calculation puts the energy at -17097.1034 eV. The largest force on an atom comes out at 0.0832 Eh/bohr. Its charge is +1. The value obtained for the LUMO energy is -4.34 eV. Its energy above the lowest of the compared OMol25 structures with the same formula, charge and spin is 1.910 eV. Its gap between HOMO and LUMO is 8.06 eV.



Entry 14:
C3H11N3 | ωB97M-V with the def2-TZVPD basis set

Structure (XYZ):
```
17
C3H11N3 ωB97M-V with the def2-TZVPD basis set
C 2.70838 -3.95695 -3.70021
C 2.32904 -5.19816 -3.27238
N 2.88256 -5.52667 -2.01210
H 2.71097 -2.95965 -3.19556
H 2.99494 -3.72031 -4.78907
H 2.06505 -5.91681 -3.97272
H 3.29632 -4.58425 -1.72678
H 3.44464 -6.39535 -1.98156
N -1.75222 4.67169 3.83000
C -2.26369 3.76734 2.68817
N -3.28053 4.64176 1.96008
H -0.80037 4.85441 3.55752
H -2.51044 5.35864 3.84325
H -1.47935 3.46919 1.99390
H -2.62680 2.79946 3.01579
H -3.50802 3.84797 1.24143
H -4.21047 4.84770 2.52025
```

The calculation puts the energy at -7755.8797 eV. The largest force on an atom comes out at 0.0970 Eh/bohr. Its charge is 0. The value obtained for the LUMO energy is 0.99 eV. Its energy above the lowest of the compared OMol25 structures with the same formula, charge and spin is 4.204 eV. Its gap between HOMO and LUMO is 8.78 eV. As for the SMILES: C=CN.NCN.